The following is a quantum chemistry calculation of a molecular structure, C25H22CoN4O3S at a distorted geometry, from the OMol25 dataset.

- F_max (eV/Å) = 1.026
- expectation value of S² = 0.79
- M (g mol⁻¹) = 517.48
- orbital gap (alpha / beta) (eV) = 6.79 / 7.32
- energy (Eh) = -3191.67220

```
! wB97M-V def2-TZVPD RIJCOSX def2/J DEFGRID3
* xyz 0 2
Co 0.558 -0.904 -0.712
O 4.474 -0.445 -0.305
C 3.265 -0.358 -0.495
N 2.368 -1.324 -0.653
C 2.764 -2.699 -0.553
C 1.529 -3.529 -0.768
C 1.502 -4.892 -0.498
C 0.327 -5.594 -0.664
C -0.801 -4.920 -1.118
C -0.696 -3.571 -1.371
N 0.438 -2.878 -1.203
C 2.580 0.991 -0.585
C 3.292 2.172 -0.648
C 2.593 3.360 -0.768
C 1.206 3.329 -0.799
C 0.567 2.106 -0.715
N 1.237 0.956 -0.622
H 3.206 -2.946 0.419
H 3.521 -2.952 -1.306
H 2.400 -5.378 -0.142
H 0.282 -6.650 -0.434
H -1.745 -5.426 -1.256
H -1.543 -3.006 -1.734
H 4.370 2.121 -0.596
H 3.119 4.304 -0.826
H 0.621 4.234 -0.878
H -0.512 2.033 -0.696
C -4.998 1.075 -3.029
C -3.697 0.567 -2.480
C -2.487 0.833 -3.111
C -1.317 0.327 -2.576
N -1.284 -0.416 -1.466
C -2.444 -0.675 -0.849
C -3.654 -0.208 -1.327
H -4.839 1.761 -3.859
H -5.568 1.591 -2.256
H -5.611 0.246 -3.386
H -2.448 1.431 -4.011
H -0.362 0.511 -3.054
H -2.351 -1.256 0.062
H -4.561 -0.445 -0.785
O -0.238 4.313 5.107
C 0.839 3.616 4.652
O 1.943 4.007 4.907
C 0.547 2.393 3.852
C -0.675 2.160 3.224
C -0.882 1.002 2.495
C 0.116 0.027 2.377
S -0.163 -1.468 1.487
C 1.345 0.285 2.996
C 1.560 1.446 3.713
H -1.041 3.816 4.908
H -1.474 2.894 3.257
H -1.833 0.838 2.001
H 2.137 -0.447 2.897
H 2.516 1.640 4.181
*
```